Entry 1:
The following is a quantum chemistry calculation of 2 unconnected molecules or ions with the total composition HNO2S in a non-equilibrium geometry, from OMol25.

Each line ends with the natural charge from an NBO analysis.
Element x y z (Å)
S1 2.775 -1.121 -0.013  0.49
O1 4.099 1.144 -0.051  -0.26
O2 0.121 -0.104 -0.619  -0.58
N1 3.648 0.049 0.098  -0.07
H1 0.402 0.791 -0.888  0.41

Output
Total energy in Eh: -603.81802
Relative energy (zero: lowest compared OMol25 entry of this formula, charge and spin) in eV: 3.876
M in Da: 79.1
Gap between HOMO and LUMO (alpha / beta) in eV: 10.29 / 6.46
Maximum force in Eh/bohr: 0.08380
HOMO level (alpha / beta) in eV: -11.1 / -8.2


Entry 2:
The following is a quantum chemistry calculation of a molecular structure, CH2N2OS in a non-equilibrium geometry, from OMol25.

Each line ends with the natural charge from an NBO analysis.
Element x y z (Å)
S1 -0.603 0.053 0.968  1.55
O1 0.199 -0.514 1.996  -0.84
N1 0.356 1.243 0.136  -1.04
N2 -0.490 -1.995 -1.746  -0.45
C1 -0.623 -1.598 -0.673  -0.07
H1 -0.225 1.558 -0.750  0.42
H2 1.386 1.252 0.069  0.43

Output
Total energy in Eh: -622.13494
Relative energy (zero: lowest compared OMol25 entry of this formula, charge and spin) in eV: 1.162
M in Da: 90.1
Gap between HOMO and LUMO (alpha / beta) in eV: 9.41 / 9.41
Maximum force in Eh/bohr: 0.06953
HOMO level (alpha / beta) in eV: -10.8 / -10.8


Entry 3:
The following is a quantum chemistry calculation of a molecular structure, C19H10BrCl2CrF5NO2S2, from OMol25.

Each line ends with the natural charge from an NBO analysis.
Element x y z (Å)
Br1 -1.324 -3.207 -1.625  0.20
Cr1 -0.429 -0.483 0.575  1.01
Cl1 -0.705 -0.259 3.073  0.09
Cl2 -2.933 1.504 3.833  0.00
S1 0.615 -2.528 1.313  -0.19
S2 -1.185 1.704 0.330  -0.28
F1 6.094 -0.735 0.038  -0.28
F2 5.540 -3.385 0.298  -0.28
F3 3.061 -4.214 0.886  -0.29
F4 4.084 1.098 0.377  -0.28
F5 1.585 0.281 0.971  -0.30
O1 0.129 -0.567 -1.173  -0.75
O2 -0.133 -0.294 -3.350  -0.59
N1 -2.293 -1.374 0.274  -0.51
C1 4.571 -2.488 0.467  0.28
C2 -3.295 -0.820 0.991  0.07
C3 -3.895 -2.934 -0.591  -0.26
C4 -0.183 2.381 -0.956  -0.02
C5 -4.589 -1.280 0.973  -0.24
C6 2.576 -0.662 0.805  0.27
C7 -1.196 1.381 3.610  -0.40
C8 0.035 0.183 -2.251  0.79
C9 1.226 3.665 -2.999  -0.23
C10 0.944 2.313 -3.084  -0.14
C11 -4.895 -2.369 0.166  -0.12
C12 0.256 1.657 -2.066  -0.23
C13 0.796 4.380 -1.890  -0.19
C14 2.239 -2.001 0.949  -0.26
C15 4.857 -1.135 0.332  0.26
C16 -2.606 -2.411 -0.523  0.17
C17 0.093 3.746 -0.882  -0.26
C18 3.286 -2.906 0.770  0.33
C19 3.842 -0.205 0.503  0.33
H1 -4.082 -3.771 -1.246  0.25
H2 1.772 4.157 -3.791  0.22
H3 1.248 1.733 -3.944  0.23
H4 -0.886 2.065 2.826  0.26
H5 -5.337 -0.785 1.573  0.24
H6 -5.900 -2.764 0.121  0.23
H7 -3.033 0.039 1.590  0.22
H8 1.004 5.439 -1.810  0.21
H9 -0.257 4.307 -0.026  0.22
H10 -0.696 1.544 4.558  0.24

Output
Total energy in Eh: -6769.89455
2S+1: 4
Relative energy (zero: lowest compared OMol25 entry of this formula, charge and spin) in eV: 0.000
M in Da: 646.2
Gap between HOMO and LUMO (alpha / beta) in eV: 7.51 / 7.43
Maximum force in Eh/bohr: 0.00756
HOMO level (alpha / beta) in eV: -8.1 / -8.1


Entry 4:
The following is a quantum chemistry calculation of a molecular structure, C20H23FeN4O3 in a non-equilibrium geometry, from OMol25.

Each line ends with the natural charge from an NBO analysis.
Element x y z (Å)
Fe1 0.172 -0.219 1.455  0.04
O1 0.993 -1.271 4.057  -0.48
O2 -1.088 2.029 2.700  -0.46
O3 2.736 1.133 1.478  -0.54
N1 8.065 -1.582 -2.712  -0.26
N2 4.153 -2.306 -1.710  -0.33
N3 6.330 -2.593 -4.615  -0.35
N4 7.173 -1.077 -0.135  -0.31
C1 5.872 -2.327 -3.357  0.16
C2 0.581 -0.267 -0.654  -0.28
C3 8.618 -1.879 -4.013  -0.23
C4 -0.611 -0.952 -0.265  -0.32
C5 6.761 -1.767 -2.398  0.24
C6 8.599 -1.212 -0.340  -0.22
C7 0.600 -0.966 3.000  0.53
C8 0.997 -2.705 0.387  -0.24
C9 5.425 -3.000 -5.668  -0.41
C10 1.800 -2.450 -0.704  -0.13
C11 1.642 -1.127 -1.371  -0.48
C12 -0.760 1.157 1.999  0.53
C13 7.567 -2.022 -5.091  -0.22
C14 6.792 -0.972 1.258  -0.42
C15 6.287 -1.475 -1.092  0.16
C16 4.929 -1.716 -0.811  -0.07
C17 1.676 0.634 1.401  0.53
C18 4.549 -2.582 -2.952  -0.07
C19 9.006 -1.011 -1.781  -0.23
C20 -0.321 -2.111 0.532  -0.32
H1 4.796 -2.173 -6.024  0.21
H2 9.205 -2.812 -3.946  0.22
H3 -1.620 -0.618 -0.519  0.25
H4 -1.125 -2.659 1.050  0.25
H5 9.308 -1.064 -4.274  0.24
H6 1.340 -1.263 -2.429  0.22
H7 0.541 0.753 -1.059  0.23
H8 2.587 -0.562 -1.444  0.22
H9 4.772 -3.799 -5.318  0.23
H10 6.021 -3.369 -6.507  0.22
H11 3.805 -2.990 -3.637  0.22
H12 1.293 -3.462 1.129  0.22
H13 9.110 0.070 -1.980  0.22
H14 5.905 -0.348 1.381  0.24
H15 8.938 -2.210 -0.004  0.21
H16 4.486 -1.452 0.147  0.23
H17 9.978 -1.490 -1.955  0.24
H18 7.626 -0.506 1.791  0.22
H19 7.384 -1.028 -5.539  0.20
H20 9.084 -0.462 0.296  0.24
H21 2.490 -3.196 -1.097  0.24
H22 7.945 -2.675 -5.885  0.23
H23 6.594 -1.949 1.720  0.22

Output
Total energy in Eh: -2483.93083
2S+1: 5
M in Da: 423.3
Gap between HOMO and LUMO (alpha / beta) in eV: 4.94 / 4.56
Maximum force in Eh/bohr: 0.11100
Total charge: +1
HOMO level (alpha / beta) in eV: -7.5 / -10.4


Entry 5:
The following is a quantum chemistry calculation of 2 unconnected molecules or ions with the total composition C3H4N2OSi in a non-equilibrium geometry, from OMol25.

Each line ends with the natural charge from an NBO analysis.
Element x y z (Å)
Si1 -2.151 0.499 -1.969  1.61
O1 -2.916 -0.256 -0.928  -1.16
N1 0.341 1.435 -0.457  -0.36
N2 2.269 -0.502 2.605  -0.56
C1 0.514 -0.795 0.886  -0.52
C2 0.378 0.453 0.161  0.31
C3 1.543 -0.698 1.667  0.48
H1 -0.741 0.416 -2.496  -0.22
H2 3.214 -0.681 2.318  0.38
H3 0.092 -1.762 0.645  0.29
H4 -2.542 1.891 -2.433  -0.24

Output
Total energy in Eh: -590.86146
Relative energy (zero: lowest compared OMol25 entry of this formula, charge and spin) in eV: 1.180
M in Da: 112.2
Gap between HOMO and LUMO in eV: 10.04
Maximum force in Eh/bohr: 0.06369
SMILES: N#CC=C=N.O=[SiH2]
HOMO level in eV: -10.2


Entry 6:
The following is a quantum chemistry calculation of 7 unconnected molecules or ions with the total composition C5H26N2O6 in a non-equilibrium geometry, from OMol25.

Each line ends with the natural charge from an NBO analysis.
Element x y z (Å)
O1 2.044 1.442 2.868  -0.93
O2 2.275 2.051 -1.618  -0.94
O3 -2.475 -1.019 -2.531  -0.96
O4 -3.427 1.360 -1.940  -0.97
O5 0.227 -1.737 -2.474  -1.00
O6 1.037 3.200 1.195  -0.96
N1 1.140 -3.555 0.143  -0.86
N2 -0.223 0.768 -1.233  -0.88
C1 -0.609 0.073 -0.056  -0.02
C2 0.080 -2.723 0.823  -0.22
C3 0.453 -1.395 1.590  -0.42
C4 -1.462 0.958 0.967  -0.62
C5 0.732 -0.288 0.682  -0.42
H1 1.134 0.623 1.129  0.23
H2 -2.910 0.732 -2.377  0.49
H3 -1.140 -0.795 -0.278  0.17
H4 -1.686 -0.865 -3.072  0.50
H5 1.406 -4.257 0.796  0.36
H6 2.073 2.504 -0.818  0.49
H7 0.650 1.314 -1.051  0.38
H8 -0.685 -2.518 0.087  0.16
H9 -2.012 0.199 1.670  0.20
H10 0.672 -0.873 -2.556  0.51
H11 -0.890 1.367 -1.594  0.36
H12 -0.321 -1.113 2.293  0.21
H13 1.422 -1.615 2.134  0.20
H14 2.783 1.946 2.611  0.47
H15 2.149 1.718 3.821  0.47
H16 1.438 -0.659 -0.094  0.19
H17 -2.211 1.418 0.353  0.23
H18 -2.210 -1.753 -2.058  0.48
H19 -0.452 -3.398 1.476  0.20
H20 2.096 2.563 -2.342  0.47
H21 0.579 2.718 1.749  0.47
H22 -4.079 0.937 -1.378  0.47
H23 -0.783 1.705 1.599  0.17
H24 2.037 -2.998 -0.079  0.36
H25 0.798 4.180 1.173  0.49
H26 0.350 -2.212 -1.609  0.49

Output
Total energy in Eh: -766.95689
Relative energy (zero: lowest compared OMol25 entry of this formula, charge and spin) in eV: 3.056
M in Da: 210.3
Gap between HOMO and LUMO in eV: 8.80
Maximum force in Eh/bohr: 0.18183
SMILES: C[C@@H](N)CCCN.O.O.O.O.O.O
HOMO level in eV: -8.6


Entry 7:
The following is a quantum chemistry calculation of 2 unconnected molecules or ions with the total composition C4H11NO in a non-equilibrium geometry, from OMol25.

Each line ends with the natural charge from an NBO analysis.
Element x y z (Å)
O1 -0.745 0.043 2.650  -0.81
N1 -0.346 1.281 -0.190  -0.86
C1 -1.277 -1.996 1.463  -0.70
C2 0.879 1.590 -0.988  -0.22
C3 0.991 0.762 -2.218  -0.64
C4 -0.372 -1.086 2.227  0.01
H1 -0.151 1.005 0.765  0.41
H2 1.060 -0.308 -2.025  0.20
H3 -0.743 0.460 -0.640  0.34
H4 -2.285 -1.889 1.921  0.17
H5 -0.993 -3.083 1.522  0.18
H6 1.753 1.805 -0.392  0.19
H7 0.322 0.884 -3.081  0.20
H8 -1.515 -1.663 0.459  0.15
H9 0.729 2.737 -1.324  0.13
H10 0.697 -1.439 2.447  0.04
H11 1.994 0.899 -2.595  0.20

Output
Total energy in Eh: -288.91495
2S+1: 2
Relative energy (zero: lowest compared OMol25 entry of this formula, charge and spin) in eV: 0.737
M in Da: 89.1
Gap between HOMO and LUMO (alpha / beta) in eV: 3.28 / 6.87
Maximum force in Eh/bohr: 0.09449
Total charge: -1
HOMO level (alpha / beta) in eV: 0.5 / -3.1